11
Properties=species:S:1:pos:R:3:forces:R:3 method="wB97M-V/def2-TZVPD" smiles="[H]/N=C/OCC=O" homo_ha=-0.35330 total_energy_ha=-322.44151 orbital_gap_ev=10.52 spin_multiplicity=1 e_above_lowest_kcal_mol=83.3
H 2.47518 1.41461 0.54682 -0.108 -0.772 -0.572
N 1.60869 1.06430 0.13238 -0.515 -0.796 -0.627
C 1.45801 0.06424 -0.58421 -2.517 -0.019 -0.183
O 0.06781 -0.36930 -1.11672 0.181 1.221 0.642
C -0.75845 -0.78609 -0.06248 -0.212 0.150 0.363
C -1.44610 0.42671 0.51574 -0.422 0.010 0.513
O -1.99186 0.43839 1.58906 0.110 0.081 -0.270
H 1.62997 -0.86802 -1.09233 3.430 -0.210 0.197
H -0.19579 -1.29842 0.73414 -0.100 0.106 -0.072
H -1.51665 -1.50331 -0.41601 0.214 0.291 -0.147
H -1.40548 1.31241 -0.15313 -0.061 -0.061 0.157

***

11
Properties=species:S:1:pos:R:3:forces:R:3 method="wB97M-V/def2-TZVPD" smiles="NC(=O)/C=C/O" homo_ha=-0.33461 total_energy_ha=-322.50826 orbital_gap_ev=9.57 spin_multiplicity=1 e_above_lowest_kcal_mol=41.5
N 0.25120 0.88992 1.80803 0.016 -0.045 0.189
C 0.20161 -0.18633 0.95903 0.451 -0.193 0.223
O 0.18828 -1.34315 1.35795 0.146 0.223 0.210
C 0.11830 0.12878 -0.45220 1.021 -0.346 0.212
C 0.09325 -0.86082 -1.38256 0.108 0.178 0.460
O -0.69041 -0.58008 -2.42452 -0.053 0.611 0.115
H -0.03963 1.80514 1.50084 0.113 -0.197 0.006
H 0.15651 0.67552 2.78732 -0.054 0.056 -0.017
H 0.24504 1.13692 -0.84447 -0.832 0.078 0.175
H 0.62769 -1.80921 -1.38754 -0.546 -0.024 0.222
H -1.15182 0.14331 -1.92189 -0.369 -0.342 -1.793

***

11
Properties=species:S:1:pos:R:3:forces:R:3 method="wB97M-V/def2-TZVPD" homo_ha=-0.36466 total_energy_ha=-322.38399 orbital_gap_ev=10.60 spin_multiplicity=1 e_above_lowest_kcal_mol=119.4
C 0.19452 0.42652 0.03996 -1.349 0.494 -1.825
C 1.56045 -0.00129 -0.38316 -0.142 -0.153 -0.821
C -1.60928 -0.48693 0.75095 1.124 0.344 2.920
O -1.09670 0.07803 -1.19428 1.684 1.526 1.441
O -2.20196 0.23494 -0.20184 1.549 -1.288 -1.395
N -0.36023 -0.28673 1.08786 -2.753 -1.343 -0.713
H 0.02897 1.50629 0.07352 0.133 -0.007 0.079
H -2.25542 -1.17461 1.30039 0.097 0.368 0.098
H 1.64104 -1.08912 -0.41872 -0.052 0.107 0.086
H 2.30788 0.38924 0.31765 -0.301 -0.036 0.016
H 1.79073 0.40366 -1.37234 0.008 -0.012 0.114

***

11
Properties=species:S:1:pos:R:3:forces:R:3 method="wB97M-V/def2-TZVPD" smiles="[H]/N=C/OC(C)=O" homo_ha=-0.38047 total_energy_ha=-322.52918 orbital_gap_ev=11.28 spin_multiplicity=1 e_above_lowest_kcal_mol=28.3
H 2.26804 0.88213 -0.54644 0.393 0.276 0.334
N 1.45028 0.35412 -0.30444 0.349 0.187 0.166
C 1.28209 -0.00700 0.89601 0.226 0.178 -0.462
O 0.18663 -0.74579 1.11618 0.058 -0.060 -0.407
C -0.43389 -0.83146 -0.21988 -0.400 -0.587 -0.079
C -1.40170 0.29372 -0.42599 -0.107 0.010 0.009
O -0.26763 -1.79675 -0.88919 -0.266 0.402 0.563
H 1.89899 0.19886 1.77782 -0.226 -0.140 -0.175
H -2.37089 -0.09892 -0.11039 -0.093 0.131 -0.029
H -1.15187 1.16292 0.18133 -0.010 -0.160 -0.038
H -1.46006 0.58818 -1.47499 0.076 -0.236 0.117

***

11
Properties=species:S:1:pos:R:3:forces:R:3 method="wB97M-V/def2-TZVPD" homo_ha=-0.35924 total_energy_ha=-322.48009 orbital_gap_ev=10.77 spin_multiplicity=1 e_above_lowest_kcal_mol=59.1
O 0.41374 -1.65847 0.48595 0.288 0.827 0.043
C 0.86717 -0.44470 -0.10147 -0.045 -0.853 -0.255
C 0.13859 0.11288 -1.25879 0.110 -0.217 0.037
N 0.22047 0.86078 0.01182 0.182 0.074 -0.231
C -1.75099 0.20264 1.57040 -0.920 0.879 0.715
O -2.26320 1.14900 1.93287 0.554 -0.928 -0.431
H -0.29286 -1.56349 1.13116 -0.096 0.539 -0.115
H 1.95311 -0.48466 -0.08847 -0.124 0.239 -0.257
H 0.75144 0.44667 -2.08813 -0.274 0.125 -0.085
H -0.86428 -0.25541 -1.47495 0.357 -0.080 -0.086
H 0.85801 1.65033 -0.14639 -0.033 -0.605 0.666

***

11
Properties=species:S:1:pos:R:3:forces:R:3 method="wB97M-V/def2-TZVPD" smiles="C=C1NOCO1" homo_ha=-0.32397 total_energy_ha=-322.45028 orbital_gap_ev=9.75 spin_multiplicity=1 e_above_lowest_kcal_mol=77.8
C 1.33945 1.04188 0.85749 -0.073 -0.031 -0.015
C 0.31170 0.41278 0.30647 0.307 0.117 0.174
N -0.56857 -0.52438 0.93647 0.030 0.154 0.080
O -1.35138 -1.05915 -0.14510 -0.132 -0.088 -0.114
C -0.59226 -0.75394 -1.28279 -0.057 -0.141 -0.299
O -0.01488 0.50100 -1.01486 0.040 0.047 -0.004
H 1.58313 0.89981 1.90132 -0.091 0.039 -0.089
H 1.94833 1.69228 0.24260 -0.096 -0.037 0.120
H -1.26761 -0.02657 1.48521 0.175 -0.040 0.014
H 0.21259 -1.48856 -1.43809 -0.137 -0.003 0.050
H -1.25216 -0.68450 -2.14623 0.034 -0.018 0.084

***

11
Properties=species:S:1:pos:R:3:forces:R:3 method="wB97M-V/def2-TZVPD" smiles="CC(=O)C(N)=O" homo_ha=-0.35640 total_energy_ha=-322.56798 orbital_gap_ev=10.04 spin_multiplicity=1 e_above_lowest_kcal_mol=4.0
C 1.49821 -0.20866 0.81419 0.045 0.066 -0.021
C 0.56770 0.06496 -0.33295 0.312 0.023 -0.328
O 0.90887 0.42100 -1.44072 -0.194 -0.031 0.565
C -0.91773 -0.19928 -0.03094 -0.275 -0.217 0.136
N -1.77304 0.45210 -0.84700 0.018 -0.062 0.105
O -1.23631 -0.95439 0.87132 0.075 0.318 -0.285
H 2.49091 0.19553 0.60813 -0.163 -0.098 -0.050
H 1.08538 0.22533 1.72882 0.061 -0.073 -0.079
H 1.55342 -1.29007 0.98049 -0.020 0.150 -0.030
H -1.41407 1.00628 -1.60882 -0.051 -0.137 0.058
H -2.76336 0.28721 -0.74252 0.193 0.061 -0.071

***

11
Properties=species:S:1:pos:R:3:forces:R:3 method="wB97M-V/def2-TZVPD" smiles="COC=O.C#N" homo_ha=-0.41487 total_energy_ha=-322.51099 orbital_gap_ev=12.05 spin_multiplicity=1 e_above_lowest_kcal_mol=39.7
C -0.58952 -0.83182 -1.11610 -0.150 -0.183 -0.172
O 0.18864 0.05428 -0.31942 0.176 0.090 0.074
C 1.43333 -0.28332 0.01485 0.248 0.114 0.206
O 2.06458 0.34861 0.81976 -0.294 -0.239 -0.355
H -1.25692 -0.20715 -1.70906 0.092 -0.118 0.033
H -1.18259 -1.48091 -0.46694 0.082 0.074 -0.080
H 0.03950 -1.43857 -1.77668 -0.055 0.104 0.089
H 1.82473 -1.16909 -0.51829 -0.055 0.067 0.075
C -0.81402 1.67900 1.70092 -1.031 0.069 0.028
N -1.96706 1.72240 1.66718 1.152 -0.011 0.080
H 0.25933 1.60657 1.70378 -0.163 0.032 0.023

***

| no. | lowest unoccupied orbital energy (eV) |
| --- | --- |
| 1 | 0.9022 |
| 2 | 0.4666 |
| 3 | 0.6727 |
| 4 | 0.9308 |
| 5 | 0.9913 |
| 6 | 0.9344 |
| 7 | 0.3375 |
| 8 | 0.7573 |